(1)
A gas-phase ion, C4H12N3 (charge +1). Source: the OMol25 dataset; level of theory: ωB97M-V/def2-TZVPD.

Each line ends with the Mulliken charge.
Cartesian coordinates (Å):
C 1.58531 1.28851 0.74265  -1.07
C 0.66360 0.87860 -0.09904  0.34
N 0.08699 1.61332 -1.15829  -0.59
C -0.23092 -0.53981 -0.01850  1.10
C -0.12219 -1.14648 1.36792  -1.83
N 0.09707 -1.39812 -1.10468  -0.68
N -1.66352 -0.07015 -0.27131  -0.30
H 2.06472 2.23903 0.57792  0.27
H 1.90972 0.72944 1.59706  0.25
H 0.44593 2.55742 -1.23830  0.26
H 0.17060 1.13866 -2.05140  0.25
H -0.74029 -2.03647 1.46502  0.46
H -0.40659 -0.42581 2.12898  0.50
H 0.90923 -1.43372 1.55382  0.42
H 0.10614 -2.37620 -0.84987  0.24
H 0.95727 -1.17009 -1.57967  0.25
H -1.51243 0.85207 -0.76122  0.39
H -2.12195 -0.74384 -0.89427  0.36
H -2.19869 0.04365 0.59316  0.35

Values from the calculation:
LUMO level (eV): -3.0
Highest occupied orbital energy (eV): -13.49
ΔE to the lowest compared entry with this formula, charge and spin (kcal/mol): 33.29
SMILES string: C=C(N)[C@](C)(N)[NH3+]
DFT total energy (eV): -8806.2906
Charge: +1

---

(2)
A molecular structure, C4H12N3. Source: the OMol25 dataset; level of theory: ωB97M-V/def2-TZVPD.

Each line ends with the Mulliken charge.
Cartesian coordinates (Å):
C -0.76850 0.57868 2.20167  -0.31
C -1.77523 -0.92293 1.43814  -0.36
C 0.24224 -0.39178 -2.36762  -0.91
C 2.36004 0.11997 -1.00848  -0.79
N -2.03701 -0.05664 2.60411  -0.38
N -0.54831 -0.27517 1.07063  -0.28
N 0.90977 0.19282 -1.19095  0.16
H -0.81396 1.65293 1.95548  0.26
H -0.07586 0.57622 3.01559  0.28
H -1.61071 -2.07179 1.69383  0.23
H -2.49059 -0.96144 0.66731  0.30
H 0.80358 -0.14989 -3.27459  0.40
H 0.05288 -1.51518 -2.27249  0.31
H -0.68743 0.04175 -2.40865  0.41
H 2.87909 -0.62957 -1.61910  0.36
H 2.82749 1.10006 -1.10430  0.34
H 2.42795 -0.18799 0.01741  0.35
H -2.30237 -0.37824 3.51597  0.26
H 0.48222 0.78404 -0.61109  0.37

Values from the calculation:
LUMO level (spin up / spin down) (eV): -4.3 / -7.0
Highest occupied orbital energy (spin up / spin down) (eV): -12.44 / -12.04
ΔE to the lowest compared entry with this formula, charge and spin (kcal/mol): 157.63
DFT total energy (eV): -8800.8989
Charge: +1

---

(3)
A gas-phase ion, C4H12N3 (charge +1). Source: the OMol25 dataset; level of theory: ωB97M-V/def2-TZVPD.

Each line ends with the Mulliken charge.
Cartesian coordinates (Å):
C 0.08626 0.52536 -2.25168  -0.63
N -0.94668 0.11455 -1.41169  -0.15
C -1.00756 0.08762 -0.11082  0.75
N -2.00642 -0.58419 0.48736  -0.43
C -0.07548 0.73863 0.89198  -1.19
C 0.76035 -0.35015 1.66020  -0.18
N 1.84764 -0.86241 0.83996  -0.55
H 0.97112 0.58604 -1.57651  0.11
H 0.35214 -0.13508 -3.10578  0.32
H -0.15744 1.43713 -2.70729  0.33
H -1.60571 -0.52933 -1.92987  0.28
H -2.74258 -1.07500 -0.04571  0.23
H -1.70587 -0.65286 1.49662  0.25
H -0.60038 1.45490 1.49180  0.41
H 0.77340 1.30176 0.35197  0.38
H 1.05243 0.34113 2.38060  0.28
H 0.11126 -1.13493 2.11089  0.31
H 2.21360 -0.07383 0.11185  0.21
H 2.67994 -1.18934 1.31611  0.27

Values from the calculation:
LUMO level (eV): -3.2
Highest occupied orbital energy (eV): -13.34
ΔE to the lowest compared entry with this formula, charge and spin (kcal/mol): 48.77
SMILES string: CNC(=[NH2+])CCN
DFT total energy (eV): -8805.6193
Charge: +1

---

(4)
2 unconnected molecules or ions with the total composition C4H12N3. Source: the OMol25 dataset; level of theory: ωB97M-V/def2-TZVPD.

Each line ends with the Mulliken charge.
Cartesian coordinates (Å):
C 0.27576 -0.44499 -0.41681  0.67
C -1.64233 -1.29615 2.22813  -0.75
C 0.51358 1.87557 0.05134  -0.90
C 0.97337 1.02633 -2.20394  -0.97
N -0.49679 -0.52579 2.13717  -0.31
N 0.54385 0.73242 -0.83893  -0.03
N 0.24341 -1.60369 -1.00704  -0.32
H -2.00067 -1.12318 3.26566  0.31
H -2.43567 -0.88575 1.59548  0.32
H -1.53694 -2.38180 2.11010  0.30
H -0.16074 2.63384 -0.34945  0.33
H 0.16741 1.55536 1.03250  0.34
H 1.51356 2.30719 0.13506  0.34
H 2.05801 1.14151 -2.23538  0.35
H 0.68027 0.23406 -2.88976  0.36
H 0.51256 1.95745 -2.52704  0.30
H 0.34943 -1.02903 2.40751  0.24
H -0.03903 -2.43172 -0.50515  0.23
H 0.48096 -1.74162 -1.98945  0.18

Values from the calculation:
LUMO level (spin up / spin down) (eV): -4.3 / -5.6
Highest occupied orbital energy (spin up / spin down) (eV): -14.03 / -13.78
ΔE to the lowest compared entry with this formula, charge and spin (kcal/mol): 116.92
DFT total energy (eV): -8802.6641
Charge: +1

---

(5)
A gas-phase ion, C4H12N3 (charge +1). Source: the OMol25 dataset; level of theory: ωB97M-V/def2-TZVPD.

Each line ends with the Mulliken charge.
Cartesian coordinates (Å):
N -1.21564 -0.73062 1.21802  -0.15
C -1.06284 0.51652 1.49495  -0.19
N 0.22903 1.09554 1.50710  -0.25
C 1.02159 1.34652 0.27120  -0.80
C 1.21132 0.14469 -0.61208  -0.39
C -0.06643 -0.16972 -1.43613  -0.89
N -0.44592 -1.56849 -1.20320  -0.55
H -1.98320 -1.30339 1.56122  0.28
H -0.77537 -1.22033 0.34327  0.41
H -1.82472 1.15142 1.93828  0.43
H 0.68568 0.73834 2.33920  0.29
H 0.42329 2.09564 -0.27497  0.32
H 1.93359 1.83384 0.60018  0.41
H 2.11549 0.17385 -1.21704  0.44
H 1.42821 -0.67617 0.08022  0.37
H -0.90049 0.41627 -1.03048  0.39
H 0.12217 0.22191 -2.43531  0.41
H 0.26469 -2.28513 -1.25062  0.22
H -1.16046 -1.78068 -1.89381  0.25

Values from the calculation:
LUMO level (eV): -4.8
Highest occupied orbital energy (eV): -13.89
ΔE to the lowest compared entry with this formula, charge and spin (kcal/mol): 60.73
SMILES string: N/C=[NH+]\CCCN
DFT total energy (eV): -8805.1006
Charge: +1

---

(6)
A gas-phase ion, C4H12N3 (charge +1). Source: the OMol25 dataset; level of theory: ωB97M-V/def2-TZVPD.

Each line ends with the Mulliken charge.
Cartesian coordinates (Å):
N -1.33817 1.62466 2.37876  -0.45
C -1.04356 1.46184 0.98094  -0.35
C 0.35691 0.65646 0.69765  -1.01
C 0.40100 -0.64046 -0.10256  0.79
N 0.91425 -1.75284 0.46018  -0.47
C 0.09149 -0.43057 -1.39444  -0.60
N 0.60529 -1.24515 -2.47726  -0.35
H -1.49345 0.83171 2.99360  0.18
H -1.53750 2.51855 2.52737  0.18
H -1.71360 0.87969 0.35695  0.24
H -1.15312 2.42814 0.37302  0.33
H 0.85256 0.56713 1.66178  0.43
H 1.04726 1.54642 0.32778  0.30
H 0.84769 -1.90025 1.47751  0.23
H 1.21316 -2.60759 0.05255  0.13
H -0.49680 0.44385 -1.82781  0.29
H 1.03505 -0.62688 -3.19586  0.40
H 1.37114 -1.82079 -2.15143  0.36
H 0.04038 -1.93392 -3.13873  0.38

Values from the calculation:
LUMO level (eV): -3.7
Highest occupied orbital energy (eV): -11.74
ΔE to the lowest compared entry with this formula, charge and spin (kcal/mol): 88.61
SMILES string: NCC/C(N)=C/[NH3+]
DFT total energy (eV): -8803.8916
Charge: +1

---

(7)
A gas-phase ion, C4H12N3 (charge +1). Source: the OMol25 dataset; level of theory: ωB97M-V/def2-TZVPD.

Each line ends with the Mulliken charge.
Cartesian coordinates (Å):
N 0.77145 -1.55088 2.27366  -0.63
C 0.70456 -1.07320 0.94623  -0.03
C -0.09864 -0.07249 0.64160  -0.07
N -1.03141 0.35889 1.70993  -0.23
C -0.05597 0.80890 -0.57104  -0.74
C 0.06849 0.02717 -1.86848  -0.35
N 0.25520 0.91754 -3.01490  -0.63
H 1.45971 -1.06058 2.83055  0.25
H 0.88594 -2.54844 2.38884  0.25
H 1.47884 -1.31690 0.22397  0.32
H -1.95498 -0.01161 1.47141  0.35
H -0.74766 -0.01183 2.62476  0.37
H -1.10768 1.37293 1.80416  0.37
H 0.68956 1.60380 -0.45296  0.36
H -0.99964 1.36842 -0.59731  0.39
H 0.96977 -0.58539 -1.80531  0.22
H -0.84268 -0.56006 -1.93490  0.31
H -0.21328 1.80599 -2.85623  0.24
H -0.23159 0.52773 -3.81398  0.26

Values from the calculation:
LUMO level (eV): -3.5
Highest occupied orbital energy (eV): -12.75
ΔE to the lowest compared entry with this formula, charge and spin (kcal/mol): 48.55
SMILES string: N/C=C(\[NH3+])CCN
DFT total energy (eV): -8805.6288
Charge: +1

---

(8)
2 unconnected molecules or ions with the total composition C4H12N3O. Source: the OMol25 dataset; level of theory: ωB97M-V/def2-TZVPD.

Each line ends with the Mulliken charge.
Cartesian coordinates (Å):
C -1.42507 -1.48334 -0.03140  0.66
C -1.95277 -2.37628 1.05190  -1.18
C 0.51675 2.47734 -0.72136  -0.72
C 1.99177 0.93065 0.42636  0.42
N -0.82986 -2.03653 -1.12153  -0.44
N 1.84397 1.94880 -0.39296  -0.20
N -1.37413 -0.19521 -0.02149  -0.63
O 3.06817 0.80337 0.96977  -0.32
H -2.94921 -2.77970 1.00882  0.35
H -1.44141 -3.26446 0.90661  0.38
H -1.80683 -1.95252 2.07826  0.28
H 0.59867 2.97909 -1.75290  0.27
H -0.16849 1.63207 -0.74449  0.30
H 0.02181 3.21521 -0.12318  0.31
H 1.17761 0.12284 0.49449  0.23
H -1.08546 -2.95130 -1.35332  0.20
H -0.70039 -1.51280 -1.95533  0.24
H 2.54386 2.71482 -0.51202  0.30
H -1.76142 0.23961 0.78908  0.17
H 3.73243 1.48835 1.00470  0.38

Values from the calculation:
LUMO level (eV): -3.8
Highest occupied orbital energy (eV): -12.48
ΔE to the lowest compared entry with this formula, charge and spin (kcal/mol): 54.61
DFT total energy (eV): -10852.7248
Charge: +1

---

(9)
2 unconnected molecules or ions with the total composition C4H12N3O. Source: the OMol25 dataset; level of theory: ωB97M-V/def2-TZVPD.

Each line ends with the Mulliken charge.
Cartesian coordinates (Å):
C 2.33945 -0.20400 -0.05197  0.63
C 3.57500 0.64596 0.34851  -0.94
C -3.43461 -0.40634 0.13120  -1.33
C -2.01913 0.00783 -0.04221  0.57
N -1.10415 -0.64128 -0.69433  -0.22
N 1.41415 0.05188 -0.89300  -0.70
N -1.75576 1.15393 0.57261  -0.24
O 2.28022 -1.33487 0.61603  -0.46
H 3.44025 0.64739 1.41825  0.29
H 3.84298 1.55987 -0.11080  0.37
H 4.42027 0.00668 0.12814  0.31
H -3.78534 -1.23679 -0.53181  0.34
H -4.06120 0.33139 -0.18091  0.41
H -3.66126 -0.71398 1.17812  0.30
H -0.05797 -0.38462 -0.67813  0.31
H -1.32744 -1.40314 -1.37255  0.28
H 1.33898 0.77170 -1.59273  0.17
H 1.77835 -1.97394 0.06011  0.37
H -0.79780 1.54114 0.45161  0.25
H -2.42498 1.58117 1.24386  0.28

Values from the calculation:
LUMO level (spin up / spin down) (eV): -2.9 / -7.9
2S+1: 3
Highest occupied orbital energy (spin up / spin down) (eV): -9.49 / -14.32
ΔE to the lowest compared entry with this formula, charge and spin (kcal/mol): 0.00
Expectation value of S²: 2.01
DFT total energy (eV): -10849.0069
Charge: +1

---

(10)
A gas-phase ion, C4H12N3P (charge +2). Source: the OMol25 dataset; level of theory: ωB97M-V/def2-TZVPD.

Each line ends with the Mulliken charge.
Cartesian coordinates (Å):
C 2.22329 -0.97962 1.07463  -1.43
C 1.43010 -0.07716 0.03332  -0.62
C -0.06581 -0.17731 0.23916  0.68
N -0.69022 -0.88947 1.06132  -0.25
P -2.43188 -1.23168 1.28868  -0.09
N -0.94205 0.40512 -0.73827  -0.14
C -0.75356 1.31299 -1.66622  0.28
N -1.77934 1.92440 -2.22632  -0.28
H 3.13349 -1.33742 0.65066  0.36
H 2.57532 -0.46165 2.02281  0.34
H 1.60220 -1.81674 1.13066  0.45
H 1.58659 -0.22295 -1.01428  0.49
H 1.69989 0.92920 0.37421  0.42
H -0.06203 -1.16043 1.86866  0.39
H -2.22114 -2.25328 0.38972  0.18
H -2.37425 -2.01572 2.48286  0.20
H -1.94505 0.36274 -0.44704  0.16
H 0.34639 1.47426 -1.95022  0.33
H -1.64757 2.61588 -2.91973  0.27
H -2.75665 1.48997 -2.17100  0.29

Values from the calculation:
LUMO level (eV): -8.9
Highest occupied orbital energy (eV): -18.54
ΔE to the lowest compared entry with this formula, charge and spin (kcal/mol): 0.00
SMILES string: CCC(=[NH+]/P)/[NH+]=C/N
DFT total energy (eV): -18083.4798
Charge: +2

---

The evaluated maximum force for the records listed, in turn: 3.25 6.99 3.97 2.40 1.88 4.85 1.08 6.12 7.18 4.53 eV/A.